1.
{
  "formula": "C5H14N2O",
  "method": "ωB97M-V/def2-TZVPD",
  "de_lowest_ev": 5.808,
  "homo_energy_ev": -7.12,
  "lumo_ev": 0.956,
  "species": ["C", "C", "C", "N", "O", "H", "H", "H", "H", "H", "H", "H", "H", "H", "C", "C", "N", "H", "H", "H", "H", "H"],
  "xyz": [[-1.371, 0.469, 0.269], [-0.606, -1.373, -0.515], [-1.808, 1.383, -0.824], [-2.282, 0.057, 1.180], [-0.496, -2.095, 0.695], [0.386, -1.860, 1.073], [-0.376, 0.651, 0.677], [-1.948, -0.685, 1.790], [-3.235, -0.073, 0.867], [-0.014, -1.822, -1.327], [-1.616, -1.539, -0.902], [-1.002, 1.502, -1.548], [-2.047, 2.373, -0.424], [-2.696, 0.998, -1.330], [2.813, 0.867, -0.398], [1.760, -0.052, 0.153], [1.943, -0.848, 1.132], [2.894, -0.827, 1.533], [0.478, -0.466, -0.445], [2.491, 1.907, -0.297], [3.784, 0.753, 0.106], [2.949, 0.679, -1.466]]
}

2.
{
  "formula": "C3H7NO2S",
  "method": "ωB97M-V/def2-TZVPD",
  "de_lowest_ev": 3.545,
  "homo_energy_ev": [-7.49, -7.49],
  "lumo_ev": [0.413, 0.413],
  "species": ["C", "C", "C", "N", "O", "O", "S", "H", "H", "H", "H", "H", "H", "H"],
  "xyz": [[-0.194, 0.550, -0.633], [1.130, 0.909, 0.139], [-0.804, -0.682, -0.095], [1.021, -1.764, 0.526], [-1.366, -1.541, -1.058], [-1.576, -0.684, 0.975], [2.116, -0.596, -0.040], [-0.925, 1.342, -0.376], [-0.078, 0.435, -1.690], [1.653, 1.722, -0.247], [0.869, 1.132, 1.233], [0.707, -1.655, 1.484], [-1.167, -1.402, -2.007], [-2.163, -1.503, 1.187]]
}

3.
{
  "formula": "C25H24MoN3O4",
  "method": "ωB97M-V/def2-TZVPD",
  "spin_multiplicity": 3,
  "de_lowest_ev": 0.036,
  "homo_energy_ev": [-11.44, -11.68],
  "charge": 1,
  "lumo_ev": [-4.415, -4.794],
  "species": ["Mo", "C", "C", "C", "C", "C", "C", "C", "C", "N", "C", "O", "C", "C", "C", "C", "C", "N", "C", "O", "N", "C", "C", "C", "C", "C", "C", "C", "C", "H", "H", "H", "H", "H", "H", "H", "H", "H", "H", "H", "H", "H", "H", "H", "H", "H", "H", "H", "H", "H", "C", "C", "O", "O", "H", "H", "H"],
  "xyz": [[1.245, -0.708, 0.211], [0.806, 3.977, -0.957], [1.336, 2.991, -1.965], [1.562, 3.405, -3.273], [2.005, 2.529, -4.250], [2.171, 1.190, -3.939], [1.956, 0.744, -2.644], [2.061, -0.745, -2.388], [1.596, 1.657, -1.651], [1.497, 1.200, -0.282], [2.126, 1.965, 0.727], [2.844, 2.910, 0.578], [1.731, 1.443, 2.087], [1.848, 2.097, 3.288], [1.259, 1.512, 4.407], [0.542, 0.323, 4.288], [0.493, -0.277, 3.053], [1.113, 0.268, 2.013], [-0.311, -1.483, 2.631], [-1.039, -2.091, 3.363], [-0.102, -1.700, 1.272], [-0.745, -2.756, 0.543], [-1.581, -2.375, -0.518], [-1.859, -0.924, -0.855], [-2.218, -3.367, -1.246], [-2.020, -4.702, -0.933], [-1.168, -5.059, 0.098], [-0.504, -4.098, 0.851], [0.420, -4.523, 1.959], [0.161, 4.699, -1.455], [1.614, 4.523, -0.468], [0.220, 3.483, -0.181], [1.375, 4.442, -3.526], [2.189, 2.879, -5.257], [2.450, 0.479, -4.711], [1.678, -1.284, -3.252], [1.362, -1.110, -1.628], [3.061, -1.105, -2.170], [2.367, 3.046, 3.328], [1.326, 2.005, 5.367], [0.019, -0.131, 5.118], [-2.632, -0.503, -0.209], [-2.185, -0.823, -1.888], [-1.003, -0.250, -0.759], [-2.876, -3.093, -2.063], [-2.528, -5.470, -1.504], [-0.999, -6.106, 0.322], [0.872, -5.486, 1.725], [-0.133, -4.624, 2.895], [1.220, -3.802, 2.121], [4.623, -2.892, 0.631], [3.354, -2.154, 0.430], [2.290, -2.705, 0.046], [3.278, -0.880, 0.651], [4.469, -3.639, 1.409], [5.423, -2.215, 0.915], [4.878, -3.422, -0.286]]
}

4.
{
  "formula": "C24H16BrCl3LiN2O3",
  "method": "ωB97M-V/def2-TZVPD",
  "de_lowest_ev": 1.238,
  "homo_energy_ev": -4.02,
  "charge": -1,
  "lumo_ev": 2.048,
  "species": ["Li", "Cl", "C", "C", "C", "C", "O", "C", "C", "N", "C", "C", "C", "C", "C", "C", "C", "C", "N", "C", "C", "H", "H", "H", "H", "H", "H", "H", "H", "H", "H", "Br", "C", "C", "C", "C", "C", "C", "C", "O", "O", "H", "H", "H", "H", "Cl", "C", "Cl", "H", "H"],
  "xyz": [[-0.288, -0.412, -0.600], [-0.274, -6.087, 4.350], [-0.438, -4.916, 3.099], [-1.303, -5.247, 1.980], [-1.440, -4.392, 0.947], [-0.759, -3.108, 0.957], [-1.122, -2.183, 0.172], [0.326, -2.948, 1.974], [1.328, -1.973, 1.778], [1.371, -1.236, 0.699], [2.344, -0.344, 0.440], [3.406, 0.003, 1.328], [4.401, 0.931, 1.007], [4.394, 1.526, -0.278], [3.409, 1.183, -1.233], [3.486, 1.644, -2.581], [2.572, 1.154, -3.494], [1.620, 0.190, -3.095], [1.452, -0.151, -1.801], [2.390, 0.199, -0.906], [0.335, -3.736, 3.136], [-1.649, -6.304, 1.961], [-2.140, -4.645, 0.108], [2.186, -1.959, 2.466], [3.364, -0.413, 2.336], [5.241, 1.072, 1.714], [5.046, 2.330, -0.453], [4.211, 2.391, -2.867], [2.414, 1.566, -4.494], [0.970, -0.313, -3.806], [1.002, -3.415, 3.930], [-4.971, 5.195, 3.349], [-3.700, 4.169, 2.390], [-2.343, 4.235, 2.620], [-1.477, 3.459, 1.836], [-2.034, 2.624, 0.885], [-3.411, 2.546, 0.655], [-4.253, 3.353, 1.366], [-1.156, 1.635, 0.136], [0.053, 1.706, 0.463], [-1.715, 0.880, -0.697], [-1.987, 4.912, 3.420], [-0.431, 3.558, 1.902], [-3.712, 1.827, -0.085], [-5.347, 3.306, 1.287], [-3.122, -2.204, -5.380], [-2.321, -0.657, -5.642], [-0.660, -0.817, -6.204], [-2.352, -0.082, -4.702], [-2.918, -0.053, -6.372]]
}

5.
{
  "formula": "C4H25NO9",
  "method": "ωB97M-V/def2-TZVPD",
  "de_lowest_ev": 2.619,
  "homo_energy_ev": -9.51,
  "smiles": "C[C@@H](N)CC=O.O.O.O.O.O.O.O.O",
  "lumo_ev": 0.005,
  "species": ["C", "C", "C", "C", "O", "N", "H", "H", "H", "H", "H", "H", "H", "H", "H", "H", "H", "O", "H", "H", "O", "H", "H", "O", "H", "H", "O", "H", "H", "O", "H", "H", "O", "H", "H", "O", "H", "H", "O"],
  "xyz": [[-3.614, -2.509, 0.733], [-2.602, -1.353, 0.685], [-1.252, -1.919, 1.207], [-0.194, -0.837, 1.279], [0.986, -0.959, 1.020], [-3.208, -0.287, 1.524], [-3.740, -2.823, 1.774], [-3.285, -3.390, 0.165], [-4.655, -2.257, 0.518], [-2.633, -1.112, -0.395], [-1.024, -2.641, 0.435], [-1.299, -2.349, 2.194], [-0.510, 0.147, 1.585], [-3.094, 0.596, 1.054], [-2.793, -0.203, 2.428], [-0.412, 3.793, -2.266], [0.144, 2.240, -2.275], [-0.450, 2.918, -1.882], [-3.065, 2.620, 2.892], [-2.536, 3.015, 1.473], [-2.988, 3.346, 2.268], [-1.351, 2.131, -0.518], [-0.823, 2.842, 0.779], [-1.209, 2.028, 0.445], [3.256, -0.987, 1.912], [3.877, 0.232, 1.852], [4.186, -0.692, 1.875], [4.851, -0.409, 0.153], [4.740, -1.806, -0.404], [4.806, -0.887, -0.696], [2.549, -0.148, -1.387], [1.178, -0.372, -1.696], [1.929, 0.067, -2.147], [2.645, 2.745, -2.785], [1.990, 1.828, -1.926], [1.818, 2.745, -2.258], [2.258, -1.201, -3.468], [3.101, -1.975, -2.733], [2.422, -2.177, -3.416]]
}